Here is a 10-piece molecular cluster, C30H84N4O17 overall at a distorted geometry from the OMol25 dataset. Energies are from the ωB97M-V functional and the def2-TZVPD basis.

Properties
Gap between HOMO and LUMO (spin up / spin down): 7.36 / 2.55 eV
Net charge: +1
Electronic energy: -73218.6767 eV
2S+1: 2
LUMO level (spin up / spin down): -2.55 / -7.36 eV
Highest occupied orbital energy (spin up / spin down): -9.909 / -9.909 eV
Molecular weight: 773.01 g mol⁻¹

Cartesian coordinates (Å):
1 H 14.855 -2.363 -9.955
2 C 13.587 0.957 -8.380
3 O 10.094 3.582 -8.980
4 C 12.966 2.759 -18.500
5 H 10.455 4.841 -12.202
6 O 14.204 5.889 -16.429
7 O 9.219 -0.664 -11.407
8 O 11.659 2.360 -6.657
9 H 16.633 1.799 -12.154
10 H 7.959 1.917 -3.814
11 O 17.060 4.844 -9.941
12 H 14.514 7.805 -16.269
13 O 14.212 -1.916 -11.768
14 C 16.341 2.511 -12.927
15 H 12.750 4.418 -13.089
16 H 11.233 0.077 -12.555
17 O 5.943 1.722 -3.265
18 H 17.705 -2.007 -14.207
19 H 7.654 -1.662 -10.314
20 H 15.630 -0.351 -11.487
21 C 16.104 -1.511 -15.672
22 H 7.026 -0.638 -6.271
23 C 11.090 -0.605 -17.993
24 H 16.872 0.158 -16.346
25 H 5.233 1.260 -3.717
26 H 17.092 -3.365 -15.149
27 C 14.456 0.494 -7.149
28 N 10.211 -0.654 -14.190
29 O 18.309 -2.213 -16.326
30 C 9.707 4.223 -10.237
31 H 11.883 -0.279 -18.667
32 H 9.295 3.640 -6.943
33 C 11.530 3.404 -18.485
34 C 9.114 3.921 -7.981
35 C 10.387 0.411 -13.155
36 H 16.765 4.026 -9.541
37 H 8.483 -0.396 -9.489
38 H 18.151 1.152 -10.192
39 H 12.965 -0.381 -16.340
40 C 9.064 0.501 -12.279
41 H 15.089 -1.791 -15.390
42 O 19.278 3.568 -10.999
43 H 8.147 3.419 -7.972
44 C 14.742 -0.647 -12.045
45 H 13.765 2.029 -8.458
46 H 12.286 -0.733 -9.829
47 C 14.828 6.917 -15.721
48 O 15.832 0.860 -7.107
49 C 13.730 3.578 -16.217
50 O 5.970 4.251 -9.687
51 C 18.475 1.748 -9.340
52 H 12.533 0.760 -8.186
53 C 17.386 -2.317 -15.202
54 H 11.259 2.810 -7.401
55 H 7.254 0.031 -10.603
56 H 17.412 1.091 -6.065
57 H 12.699 3.858 -15.999
58 H 11.167 -1.640 -17.662
59 H 13.702 4.538 -17.728
60 H 10.652 1.326 -13.685
61 H 13.320 -3.116 -10.318
62 H 14.465 7.043 -14.701
63 C 6.938 1.260 -5.610
64 H 7.462 0.308 -3.796
65 H 14.050 2.733 -15.608
66 H 9.192 5.179 -10.137
67 H 10.969 2.744 -19.145
68 H 11.125 2.619 -5.905
69 H 17.299 2.984 -13.143
70 C 16.380 0.783 -5.899
71 O 11.250 0.331 -16.922
72 H 13.965 0.105 -11.915
73 H 7.967 1.430 -5.929
74 H 12.551 0.819 -15.171
75 H 8.948 4.993 -7.881
76 H 10.694 6.734 -18.256
77 H 18.810 1.272 -8.418
78 H 9.223 1.350 -11.614
79 H 13.367 2.833 -19.511
80 H 11.870 5.854 -17.181
81 H 14.912 -0.768 -13.115
82 H 11.199 -1.906 -15.562
83 N 11.738 3.575 -11.540
84 C 19.472 2.884 -9.678
85 H 6.477 3.828 -10.380
86 H 15.815 1.380 -5.183
87 C 11.448 -1.040 -14.948
88 C 7.094 1.300 -4.058
89 C 11.089 5.770 -17.937
90 H 12.002 3.026 -10.735
91 H 16.036 -1.770 -16.728
92 H 8.919 3.630 -10.701
93 C 12.122 0.025 -15.781
94 O 16.164 -0.140 -15.770
95 H 13.415 4.868 -11.440
96 H 14.034 2.332 -11.457
97 H 13.850 0.656 -6.257
98 C 14.617 4.664 -15.865
99 H 6.442 2.188 -5.892
100 H 14.377 -0.585 -7.014
101 H 5.273 3.626 -9.485
102 C 13.881 -2.186 -10.410
103 H 14.810 4.692 -14.792
104 C 10.779 4.640 -11.181
105 H 13.122 -1.518 -8.522
106 H 13.153 1.713 -18.256
107 H 12.101 -1.575 -14.259
108 O 17.129 2.326 -8.929
109 C 14.067 2.957 -12.349
110 H 13.910 2.468 -13.310
111 H 16.433 5.006 -10.646
112 H 19.528 3.633 -8.889
113 H 8.182 0.514 -12.919
114 O 11.342 4.769 -19.003
115 O 6.392 0.082 -6.262
116 H 11.027 3.292 -17.524
117 N 14.056 0.140 -9.442
118 N 13.879 3.545 -17.683
119 H 16.742 1.860 -8.184
120 C 8.078 -0.669 -10.463
121 H 15.918 6.912 -15.732
122 H 18.189 -1.320 -16.658
123 H 15.608 4.470 -16.276
124 H 18.709 4.339 -10.953
125 H 15.962 2.093 -13.859
126 C 13.264 -1.102 -9.519
127 H 9.967 -1.476 -13.656
128 H 11.313 5.491 -10.759
129 H 20.430 2.398 -9.863
130 H 16.322 -0.251 -5.559
131 H 15.058 0.027 -9.488
132 H 10.257 5.379 -17.350
133 C 12.979 4.095 -12.073
134 H 10.236 -0.264 -18.578
135 O 15.433 3.510 -12.433

***

Here is a 11-piece molecular cluster, C30H85N3O14 overall at a distorted geometry from the OMol25 dataset. Energies are from the ωB97M-V functional and the def2-TZVPD basis.

Properties
Structure (SMILES): COCCNCCOC.COCCNCCOC.COCCNCCOC.CC(C)O.CC(C)O.CO.CO.CO.CO.CO.CO
Gap between HOMO and LUMO: 8.56 eV
Electronic energy: -65612.4734 eV
ΔE to the lowest compared entry with this formula, charge and spin: 0.000 eV
LUMO level: 0.40 eV
Highest occupied orbital energy: -8.155 eV
Molecular weight: 712.02 g mol⁻¹

Cartesian coordinates (Å):
1 O 2.909 2.928 5.454
2 H 5.271 0.139 0.889
3 H -4.392 -6.054 -2.668
4 H -0.625 3.580 -0.018
5 H -5.792 -5.960 -0.587
6 H -7.121 -3.350 0.154
7 O 3.008 -0.908 -4.829
8 O 1.215 -0.701 2.063
9 H 2.245 -2.241 -6.319
10 C -0.151 -0.946 1.562
11 H 4.255 -4.190 2.892
12 H 2.765 -1.363 3.136
13 H 3.892 0.992 -5.420
14 C 0.026 3.330 0.820
15 C -4.355 -1.074 -1.102
16 H 0.915 3.960 0.792
17 C 1.700 -1.582 3.068
18 C 0.169 2.223 -2.929
19 H 0.256 2.588 -1.906
20 O 5.844 1.443 -0.782
21 H -4.757 4.580 0.352
22 H -4.059 -4.435 -2.584
23 H 1.172 -5.850 0.251
24 H -6.112 4.097 -1.070
25 C -6.360 -3.855 0.748
26 C 2.814 3.930 3.216
27 C 3.161 -1.693 -6.098
28 O -3.418 1.402 3.472
29 H 3.511 -1.087 -6.934
30 H 3.821 -2.547 -5.943
31 H 0.099 -6.702 -1.671
32 H 2.989 3.608 2.189
33 H -2.057 -7.093 -2.602
34 H -1.078 -6.949 -0.403
35 H -6.104 -3.062 1.451
36 O 0.052 -3.645 -3.827
37 C -0.899 4.458 -3.168
38 H -0.896 1.480 5.612
39 H -4.320 6.071 -0.651
40 C -2.662 0.942 4.503
41 H 1.736 -2.589 2.653
42 H 3.551 6.414 -1.663
43 C -0.741 -6.237 -1.156
44 H 1.822 4.364 3.339
45 H -0.892 -0.638 2.299
46 H 4.013 1.124 0.152
47 H -6.800 -4.756 1.176
48 H 1.697 -4.939 -1.073
49 C 3.698 -4.899 2.280
50 H -2.494 -5.052 -0.736
51 H 5.317 1.746 1.201
52 H -0.771 1.672 -2.899
53 H 0.435 -4.524 -3.873
54 C 3.606 1.620 3.541
55 H 5.168 -6.253 2.334
56 H 1.055 0.753 -4.281
57 H 3.205 1.052 2.701
58 N -3.021 -5.773 -1.207
59 C -4.578 5.012 -0.632
60 C -5.365 -5.056 -1.021
61 O 4.232 -6.191 2.540
62 H 4.973 -0.231 -4.837
63 H -0.503 4.743 -2.194
64 H 0.697 -2.661 -2.172
65 C 5.080 1.079 0.372
66 C -4.152 -5.296 -1.923
67 C 1.298 1.225 -3.329
68 H 2.549 2.581 -3.956
69 H -4.269 0.282 5.723
70 H -6.263 -4.863 -1.606
71 O 1.534 6.690 -1.262
72 C 0.983 -4.901 -0.250
73 H -2.953 0.734 6.572
74 O -0.008 3.374 -3.735
75 N 2.611 1.806 -3.311
76 H 1.111 -1.525 3.984
77 O -3.943 -1.721 -2.285
78 H -1.801 5.030 2.943
79 H 3.592 4.579 3.619
80 H -2.640 -0.145 4.421
81 C -3.533 1.085 5.718
82 C 2.854 6.486 -0.828
83 C -1.933 -6.113 -2.143
84 H -1.512 1.301 1.115
85 C -1.305 1.610 4.610
86 H 2.030 -3.038 -3.274
87 H 3.781 0.806 4.245
88 N -0.819 1.076 0.416
89 H -3.677 4.499 -0.966
90 H 1.298 0.451 -2.561
91 H -3.947 2.084 5.857
92 H 0.250 -0.530 -0.484
93 H 3.841 0.481 -2.446
94 H -0.617 1.301 3.823
95 H 0.848 -1.774 -3.654
96 H 1.220 -4.008 0.327
97 H -2.482 4.634 1.238
98 C 3.965 0.166 -4.713
99 O -5.538 4.651 -1.603
100 H -1.640 -5.452 -2.958
101 H -3.936 -0.070 -1.170
102 H 1.642 2.206 4.039
103 H -0.999 5.270 -3.889
104 H 0.718 1.522 1.767
105 C -1.626 4.761 1.901
106 C 0.436 1.866 0.772
107 H 1.158 1.709 -0.028
108 H -1.886 3.997 -3.123
109 H -3.989 -1.546 -0.190
110 O -5.230 -4.086 0.044
111 H -0.286 -2.017 1.412
112 H 1.054 6.986 -0.485
113 O -0.368 -4.881 -0.651
114 H 2.673 -4.849 2.647
115 C -0.575 -0.319 0.197
116 H 2.860 5.594 -0.201
117 H 3.133 7.327 -0.193
118 H -0.919 5.492 1.507
119 H -1.280 2.696 4.522
120 C 2.644 2.634 4.012
121 H -5.441 -1.105 -1.013
122 H -4.268 -2.624 -2.258
123 H 6.616 0.887 -0.915
124 H 4.553 2.105 3.305
125 H 2.940 2.152 6.018
126 H -1.476 -0.871 -0.070
127 C 0.976 -2.766 -3.221
128 H 4.578 1.745 -3.362
129 H -3.345 2.359 3.487
130 O -0.704 3.615 2.031
131 C 3.786 0.997 -3.404
132 H 3.772 -4.599 1.235

***

Here is a 13-piece molecular cluster, C30H87F3N17O14 overall at a distorted geometry from the OMol25 dataset. Energies are from the ωB97M-V functional and the def2-TZVPD basis.

Properties
Gap between HOMO and LUMO: 8.69 eV
Net charge: -1
Electronic energy: -94669.4677 eV
LUMO level: 1.59 eV
Highest occupied orbital energy: -7.101 eV
Molecular weight: 967.12 g mol⁻¹

Cartesian coordinates (Å):
1 N 4.044 3.645 1.969
2 N -5.983 0.523 -4.693
3 N 0.081 -4.218 1.262
4 C 0.270 0.112 -1.359
5 C -4.886 1.732 -6.275
6 H 2.045 2.842 -3.695
7 O 3.460 -1.814 4.021
8 H -3.533 -3.036 -1.735
9 O 0.124 -2.411 -1.368
10 H 2.011 1.998 1.400
11 N -3.180 2.541 -1.929
12 H 1.556 -2.528 5.108
13 C 2.204 0.757 5.712
14 H -4.275 1.657 -7.175
15 H 2.525 -1.548 -5.238
16 H -2.956 3.210 -2.651
17 H -2.183 -1.529 0.672
18 H 1.505 -1.342 -0.457
19 H 1.764 5.440 -1.404
20 H 0.216 -4.293 -6.575
21 F 0.573 1.148 -0.575
22 H 0.706 -4.145 2.052
23 C 2.162 5.707 -2.383
24 H 5.452 -1.731 4.820
25 C -0.780 3.665 5.531
26 C 0.435 -1.315 -0.662
27 C 1.811 2.995 1.793
28 C 0.212 -0.808 1.803
29 H -1.305 -3.471 -2.686
30 H -2.243 3.098 2.279
31 N -1.835 -4.779 0.491
32 C -0.750 0.136 2.588
33 H -0.960 0.397 -4.176
34 C 1.244 3.446 -3.269
35 H 0.873 2.817 5.233
36 H 1.772 3.647 0.921
37 C -3.293 3.069 2.573
38 H 1.640 1.097 6.581
39 O -5.107 -2.117 0.213
40 C 1.402 4.932 -3.538
41 O -2.517 0.318 -5.410
42 H 2.053 -4.086 -1.330
43 H -3.523 3.896 3.245
44 H -5.883 1.966 -6.650
45 H -2.558 -5.459 0.677
46 H 0.387 5.322 -3.616
47 C 2.904 3.242 2.812
48 H 5.338 5.181 -2.009
49 C 3.191 2.072 3.809
50 H 1.164 -0.302 1.642
51 C -2.904 3.093 -0.616
52 H 3.237 0.815 6.054
53 H 0.822 -3.367 3.775
54 F -1.086 0.178 -1.616
55 O 3.463 5.198 -2.536
56 H 1.698 4.253 -5.264
57 N -0.154 -5.147 -2.330
58 N -3.162 -1.437 0.902
59 H 0.951 3.154 -2.261
60 H -4.777 -0.472 -6.097
61 C -0.328 -2.446 5.088
62 H -2.493 1.829 -2.132
63 H 4.163 5.526 -0.744
64 H 3.022 4.956 -4.693
65 O -1.723 -6.496 -3.128
66 C -3.288 4.583 -0.569
67 O -1.468 4.533 5.998
68 H 2.743 4.223 3.258
69 O 2.783 -4.364 -1.883
70 N -1.332 -3.004 4.438
71 H -0.162 0.518 3.422
72 H 4.631 6.867 -1.754
73 N 0.406 3.708 5.143
74 C -4.778 0.416 -5.464
75 C 1.310 -2.719 -6.184
76 H -3.362 -1.649 1.869
77 O 1.695 -2.655 -7.328
78 H 3.988 -5.173 0.898
79 H 1.089 -2.070 -4.314
80 C 4.469 5.789 -1.757
81 H 4.527 -3.594 0.682
82 N 2.026 5.087 -4.799
83 H 2.603 -5.529 2.784
84 C -3.665 2.178 0.350
85 H 4.084 2.240 4.411
86 H -0.876 0.991 1.924
87 H 4.473 -4.204 2.919
88 C 4.481 -2.200 4.973
89 O -0.401 -1.176 0.532
90 C -1.285 -0.276 -4.969
91 N -1.823 -4.250 -3.067
92 H -5.884 -0.041 -3.860
93 H -2.958 5.110 0.327
94 N 1.596 -1.940 -5.178
95 H -0.579 1.912 4.751
96 H 4.009 -1.907 5.912
97 H 0.415 -1.671 2.437
98 H 0.937 4.495 5.485
99 C 3.674 -4.145 1.078
100 H 4.872 3.880 2.497
101 H -1.725 -0.303 2.801
102 H -2.707 -4.112 -3.536
103 H -5.914 1.450 -4.297
104 H 2.747 -3.927 0.547
105 H 0.893 3.155 2.359
106 H -1.695 -4.259 -0.363
107 H -1.260 -1.329 -4.691
108 H 2.530 -4.541 4.018
109 H 4.672 -3.269 4.884
110 H -0.647 -0.162 -5.845
111 N 2.461 -4.555 3.011
112 H -3.166 1.224 0.518
113 H -4.366 4.691 -0.687
114 N -3.322 -2.347 -1.027
115 C 3.555 -2.268 2.657
116 H -1.274 -3.936 4.054
117 H 4.452 -1.854 2.194
118 H 0.415 -5.863 -1.900
119 H -2.029 2.101 5.689
120 O -0.470 -1.655 6.002
121 H -2.273 -2.637 4.432
122 C -1.010 -4.934 1.473
123 H 2.629 -5.297 -2.032
124 H -2.799 5.010 -1.444
125 H 3.760 4.592 1.765
126 H 0.120 -3.689 0.403
127 N -1.262 2.518 5.181
128 H 1.858 -0.244 5.454
129 H -3.401 1.095 -3.817
130 C -3.926 -1.935 0.037
131 N 0.751 -2.989 4.709
132 H 3.533 1.241 3.191
133 F 0.964 0.220 -2.487
134 H -2.391 -1.976 -1.150
135 O -1.280 -5.561 2.563
136 H 0.425 3.084 -3.891
137 H -3.164 2.224 3.249
138 H 0.068 -4.184 -2.124
139 H -4.571 1.727 -0.056
140 C -1.264 -5.397 -2.911
141 C 3.574 -3.764 2.486
142 O 2.023 1.620 4.530
143 N 0.387 -3.625 -5.838
144 H -4.510 2.581 -5.704
145 C -3.631 0.263 -4.482
146 O -4.173 2.820 1.541
147 H 2.093 6.789 -2.490
148 H -3.597 -0.422 -3.635
149 H -1.873 3.081 -0.262
150 H 2.682 -1.917 2.108
151 H 0.056 -3.813 -4.903